(1)
{
  "formula": "C6H11N3O2",
  "method": "ωB97M-V/def2-TZVPD",
  "multiplicity": 1,
  "e_tot_ha": -549.853190,
  "relative_energy_kcal_mol": 58.8,
  "homo_energy_ev": -9.6788,
  "gap_ev": 10.01,
  "symbols": ["O", "O", "N", "N", "N", "C", "C", "C", "C", "C", "C", "H", "H", "H", "H", "H", "H", "H", "H", "H", "H", "H"],
  "xyz": [[-0.036, -1.590, -4.604], [1.798, -1.859, -2.790], [0.486, -1.713, -2.388], [-0.744, 1.317, 0.679], [0.072, 2.835, 4.293], [0.045, 1.896, 3.609], [0.345, -1.133, -1.083], [0.578, 1.303, 1.273], [-1.396, 0.787, 1.867], [-0.308, -1.382, -3.429], [-0.024, 0.838, 2.628], [1.030, 2.312, 1.258], [-2.168, 1.452, 2.279], [-1.777, -0.229, 1.745], [0.554, -1.919, -0.344], [1.027, -0.277, -0.960], [-1.260, -0.963, -3.120], [0.340, -0.129, 3.025], [-0.844, 0.767, -0.152], [1.696, -2.031, -3.742], [1.301, 0.567, 0.878], [-0.716, -0.848, -0.922]]
}

---

(2)
{
  "formula": "C22H26ClN3O5S",
  "method": "ωB97M-V/def2-TZVPD",
  "multiplicity": 1,
  "e_tot_ha": -2252.823186,
  "relative_energy_kcal_mol": 3.7,
  "homo_energy_ev": -8.9925,
  "gap_ev": 9.23,
  "symbols": ["Cl", "S", "O", "O", "O", "O", "O", "N", "N", "N", "C", "C", "C", "C", "C", "C", "C", "C", "C", "C", "C", "C", "C", "C", "C", "C", "C", "C", "C", "C", "C", "C", "H", "H", "H", "H", "H", "H", "H", "H", "H", "H", "H", "H", "H", "H", "H", "H", "H", "H", "H", "H", "H", "H", "H", "H", "H", "H"],
  "xyz": [[0.742, 5.486, -4.377], [1.221, -0.429, -2.409], [-0.692, -2.339, 3.039], [-0.541, -3.067, -1.452], [3.981, -1.779, 1.962], [1.048, -0.479, -0.981], [2.374, -1.039, -2.990], [-1.816, -1.818, -0.078], [0.580, -3.016, 1.289], [-0.142, -1.038, -3.190], [1.117, 1.276, -2.933], [1.441, 2.901, -4.657], [-2.332, -0.551, 0.316], [2.625, -1.637, 1.551], [-1.307, -0.992, -2.335], [-1.957, 1.683, 1.094], [-0.577, -2.692, 1.883], [3.025, -0.204, 3.423], [-1.166, -2.041, -1.231], [0.888, 3.863, -3.820], [1.552, 1.598, -4.205], [-3.701, -0.352, 0.405], [0.453, 3.539, -2.542], [-3.852, 3.223, 1.653], [4.333, -0.723, 2.833], [2.074, -0.380, 2.241], [1.856, -2.908, 1.954], [-3.328, 1.900, 1.187], [-1.456, 0.469, 0.668], [-4.190, 0.869, 0.837], [0.572, 2.233, -2.099], [-1.795, -2.843, 0.956], [-0.394, 0.287, 0.599], [0.032, 4.302, -1.906], [-4.378, -1.150, 0.141], [-2.701, -2.750, 1.556], [-2.195, -1.221, -2.931], [-3.368, 3.516, 2.583], [3.101, 0.826, 3.763], [-5.257, 1.018, 0.907], [1.667, -2.905, 3.031], [4.840, 0.071, 2.265], [0.052, -1.994, -3.471], [2.137, 0.471, 1.563], [2.589, -1.538, 0.459], [1.982, 0.823, -4.818], [5.025, -1.119, 3.580], [1.778, 3.175, -5.644], [-4.925, 3.184, 1.814], [2.469, -3.776, 1.698], [2.710, -0.832, 4.257], [-3.641, 3.994, 0.912], [0.584, -3.198, 0.293], [-1.761, -3.819, 0.465], [-1.396, 0.015, -1.930], [0.255, 1.950, -1.108], [-1.276, 2.474, 1.376], [1.042, -0.516, 2.552]]
}

---

(3)
{
  "formula": "C4H4N2O",
  "method": "ωB97M-V/def2-TZVPD",
  "multiplicity": 1,
  "e_tot_ha": -339.361822,
  "relative_energy_kcal_mol": 138.0,
  "homo_energy_ev": [-8.4750, -8.5861],
  "gap_ev": [8.88, 9.01],
  "symbols": ["O", "N", "N", "C", "C", "C", "C", "H", "H", "H", "H"],
  "xyz": [[-1.853, -0.821, -0.015], [2.393, 0.279, 0.274], [2.743, -0.681, -0.339], [0.047, 0.011, 0.191], [-0.778, 1.074, -0.094], [-1.973, 0.463, -0.220], [-0.581, -1.165, 0.224], [-0.314, -2.218, 0.556], [-0.523, 2.054, 0.069], [-3.051, 0.866, -0.283], [3.708, -0.755, -0.714]]
}

---

What did the first record say?
{
  "formula": "C6H11N3O2",
  "method": "ωB97M-V/def2-TZVPD",
  "multiplicity": 1,
  "e_tot_ha": -549.853190,
  "relative_energy_kcal_mol": 58.8,
  "homo_energy_ev": -9.6788,
  "gap_ev": 10.01,
  "symbols": ["O", "O", "N", "N", "N", "C", "C", "C", "C", "C", "C", "H", "H", "H", "H", "H", "H", "H", "H", "H", "H", "H"],
  "xyz": [[-0.036, -1.590, -4.604], [1.798, -1.859, -2.790], [0.486, -1.713, -2.388], [-0.744, 1.317, 0.679], [0.072, 2.835, 4.293], [0.045, 1.896, 3.609], [0.345, -1.133, -1.083], [0.578, 1.303, 1.273], [-1.396, 0.787, 1.867], [-0.308, -1.382, -3.429], [-0.024, 0.838, 2.628], [1.030, 2.312, 1.258], [-2.168, 1.452, 2.279], [-1.777, -0.229, 1.745], [0.554, -1.919, -0.344], [1.027, -0.277, -0.960], [-1.260, -0.963, -3.120], [0.340, -0.129, 3.025], [-0.844, 0.767, -0.152], [1.696, -2.031, -3.742], [1.301, 0.567, 0.878], [-0.716, -0.848, -0.922]]
}